Entry 1:
Density functional theory data (wB97M-V/def2-TZVPD) for 13 unconnected molecules or ions with the total composition C18H62N12O19 at a distorted geometry.

Atoms and positions in Å:
O (22.180, -16.578, 5.924)
O (20.053, -17.518, 0.422)
O (20.761, -20.673, 2.659)
O (17.998, -21.622, 3.028)
O (18.604, -8.523, 2.752)
O (16.772, -10.133, 1.412)
O (14.231, -16.537, 5.993)
O (22.665, -11.963, 6.465)
O (16.600, -18.371, 6.166)
O (17.896, -14.371, -1.908)
O (17.254, -16.723, 9.083)
O (18.349, -14.214, 1.972)
O (19.132, -16.583, 4.064)
O (15.428, -15.115, 1.526)
O (19.064, -17.179, 6.966)
O (20.859, -13.791, 0.841)
O (14.930, -13.277, 3.445)
O (17.706, -13.525, 6.272)
O (13.446, -10.745, 2.881)
N (16.770, -13.128, -0.348)
N (18.369, -17.575, 1.918)
N (21.833, -14.057, 6.737)
N (19.429, -12.087, 6.537)
N (17.277, -11.287, 6.644)
N (15.269, -17.027, 0.310)
N (15.634, -14.328, -1.922)
N (23.359, -18.432, 5.317)
N (21.353, -18.617, 6.418)
N (13.389, -16.051, 1.151)
N (18.021, -18.466, -0.176)
N (23.089, -13.563, 4.890)
C (18.087, -12.383, 6.499)
C (19.709, -19.989, 3.388)
C (18.718, -9.937, 2.819)
C (15.406, -12.050, 2.924)
C (22.506, -13.102, 6.030)
C (18.363, -14.314, 3.392)
C (15.517, -16.363, 5.366)
C (22.271, -17.814, 5.844)
C (16.085, -17.714, 5.028)
C (16.864, -13.908, -1.457)
C (14.742, -16.028, 1.063)
C (19.439, -15.178, 3.979)
C (18.894, -17.785, 0.669)
C (18.587, -16.247, 9.179)
C (19.189, -16.025, 7.786)
C (14.726, -10.851, 3.544)
C (18.116, -10.552, 1.542)
C (18.735, -20.947, 4.044)
H (16.287, -11.327, 6.501)
H (17.350, -14.532, 3.750)
H (18.422, -13.308, 3.826)
H (21.966, -15.040, 6.456)
H (19.260, -8.194, 2.131)
H (12.974, -15.327, 1.714)
H (17.539, -12.787, 0.192)
H (16.684, -15.973, 8.889)
H (18.420, -22.467, 2.859)
H (17.191, -18.812, 0.263)
H (16.497, -12.003, 3.062)
H (16.258, -17.035, 0.115)
H (14.043, -15.690, 6.410)
H (21.412, -19.616, 6.340)
H (14.668, -17.699, -0.128)
H (17.581, -14.738, 1.702)
H (15.443, -18.403, 4.467)
H (18.268, -10.373, 3.706)
H (19.757, -16.903, 4.729)
H (20.274, -19.369, 4.089)
H (18.413, -18.810, -1.033)
H (20.052, -12.882, 6.513)
H (14.757, -13.859, -1.803)
H (18.178, -11.638, 1.521)
H (21.488, -13.764, 7.632)
H (21.357, -20.010, 2.303)
H (19.939, -13.893, 1.148)
H (17.510, -18.009, 2.196)
H (22.947, -14.523, 4.627)
H (20.239, -15.790, 7.955)
H (19.326, -21.696, 4.579)
H (15.325, -9.955, 3.409)
H (19.783, -10.184, 2.729)
H (19.277, -19.310, 2.651)
H (19.234, -16.976, 9.670)
H (13.094, -11.640, 2.956)
H (18.085, -20.401, 4.727)
H (16.868, -17.488, 4.300)
H (17.746, -10.519, 7.085)
H (20.307, -15.046, 3.321)
H (16.199, -15.881, 6.076)
H (19.665, -14.843, 4.992)
H (12.781, -16.721, 0.724)
H (18.128, -17.445, 6.981)
H (15.306, -12.016, 1.835)
H (15.710, -15.038, -2.629)
H (23.434, -19.425, 5.431)
H (18.604, -15.340, 9.791)
H (14.486, -11.066, 4.591)
H (15.857, -18.501, 6.768)
H (21.218, -13.076, 1.375)
H (18.663, -10.167, 0.670)
H (24.130, -17.871, 5.008)
H (23.505, -12.887, 4.279)
H (18.995, -17.073, 2.591)
H (19.621, -11.131, 6.768)
H (16.750, -9.175, 1.515)
H (20.604, -18.201, 6.969)
H (18.686, -15.235, 7.223)
H (15.200, -14.015, 2.867)
H (15.834, -12.932, -0.044)
H (15.420, -15.665, 4.536)

Values from the calculation:
- Total charge: 0
- Energy relative to the best compared isomer or geometry (same formula, charge and spin): 133.9 kJ/mol
- Frontier orbital gap: 9.25 eV
- Energy: -76458.66001 eV
- HOMO: -9.07 eV


Entry 2:
Density functional theory data (wB97M-V/def2-TZVPD) for C5H11N in the gas phase at a distorted geometry.

Atoms and positions in Å:
N (-0.768, 0.768, 0.541)
C (0.564, 1.029, 0.895)
C (0.132, -1.496, 1.114)
C (-1.429, 1.154, -0.681)
C (0.870, -0.539, -1.118)
C (0.264, -0.272, 0.247)
H (0.256, -1.245, -1.689)
H (0.997, 0.368, -1.714)
H (-2.100, 1.898, -0.273)
H (1.144, 1.735, 0.309)
H (0.728, 1.053, 1.968)
H (-0.336, -1.243, 2.070)
H (-2.020, 0.376, -1.165)
H (-0.796, 1.598, -1.445)
H (1.861, -0.990, -0.990)
H (-0.483, -2.258, 0.622)
H (1.116, -1.937, 1.311)

Values from the calculation:
- Total charge: 0
- Energy relative to the best compared isomer or geometry (same formula, charge and spin): 154.8 kJ/mol
- Frontier orbital gap: 9.88 eV
- Energy: -6851.92402 eV
- HOMO: -8.83 eV
- Structure (SMILES): CN1CC1(C)C


Entry 3:
Density functional theory data (wB97M-V/def2-TZVPD) for 2 unconnected molecules or ions with the total composition C3H6INOS at a distorted geometry.

Atoms and positions in Å:
I (-2.977, 0.720, 0.195)
S (-0.842, -0.509, 0.075)
O (-0.343, -0.528, -1.291)
N (-1.493, -2.004, 0.557)
C (1.526, 2.627, -0.268)
C (-1.503, -3.067, -0.103)
C (1.870, 1.696, 0.692)
H (0.624, 3.177, -0.147)
H (2.765, 0.962, 0.590)
H (-1.018, -3.273, -1.028)
H (2.092, 2.571, -1.137)
H (1.386, 1.687, 1.631)
H (-2.088, -4.060, 0.235)

Values from the calculation:
- Total charge: 0
- Energy relative to the best compared isomer or geometry (same formula, charge and spin): 291.5 kJ/mol
- Frontier orbital gap: 8.38 eV
- Energy: -25678.76534 eV
- HOMO: -9.51 eV


Entry 4:
Density functional theory data (wB97M-V/def2-TZVPD) for a molecular structure, C3H12InN6O3 at a distorted geometry.

Atoms and positions in Å:
In (-3.130, -1.647, -0.199)
O (0.751, 0.518, -0.003)
O (-1.711, -0.826, 3.876)
O (-1.098, -1.838, -4.079)
N (2.757, 0.789, 0.838)
N (-1.063, 0.953, 5.000)
N (-0.396, -2.260, -6.251)
N (-1.107, -0.277, -5.570)
N (-0.657, -0.820, 5.860)
N (1.881, 2.535, 0.213)
C (-1.188, -0.308, 4.837)
C (1.695, 1.202, 0.245)
C (-0.887, -1.496, -5.237)
H (-0.817, -1.811, 5.972)
H (3.577, 1.348, 1.025)
H (-0.116, -1.916, -7.158)
H (1.028, 3.072, 0.149)
H (-1.179, -0.082, -6.558)
H (-0.514, 1.432, 5.700)
H (-0.153, -3.222, -6.065)
H (-0.289, -0.155, 6.526)
H (2.686, 3.036, 0.562)
H (-1.399, 0.399, -4.879)
H (-1.534, 1.589, 4.372)
H (2.863, -0.216, 0.824)

Values from the calculation:
- Total charge: +3
- Energy relative to the best compared isomer or geometry (same formula, charge and spin): 466.0 kJ/mol
- Frontier orbital gap: 1.67 eV
- Energy: -23528.27263 eV
- HOMO: -18.02 eV


Entry 5:
Density functional theory data (wB97M-V/def2-TZVPD) for a molecular structure, C35H30CoF6N7O4S.

Atoms and positions in Å:
Co (0.080, 0.194, -2.787)
S (0.280, 0.601, -7.158)
F (1.682, -1.572, -0.735)
F (1.403, 2.135, 3.470)
F (2.421, 1.868, -3.923)
F (4.230, -1.404, 0.003)
F (4.970, 1.974, -3.181)
F (5.914, 0.352, -1.215)
O (-0.211, 0.490, -0.900)
O (-2.572, -2.416, -2.217)
O (0.006, 2.172, -2.820)
O (-0.583, -1.552, -2.696)
N (-1.582, -2.188, 1.853)
N (-1.936, 1.121, -3.056)
N (0.435, -0.099, -4.695)
N (-3.881, -0.025, -3.415)
N (-0.204, 0.678, 7.927)
N (0.436, 0.344, 5.457)
N (-1.864, 3.478, -2.937)
C (-3.255, 1.133, -3.251)
C (-0.859, -1.083, 2.284)
C (-3.213, 3.510, -3.130)
C (0.362, 0.931, 1.777)
C (0.000, -0.775, 7.563)
C (1.556, -0.664, -5.326)
C (-0.384, -0.168, 1.338)
C (-1.057, 4.690, -2.767)
C (-0.610, -0.379, -0.079)
C (2.692, -0.799, -7.482)
C (3.635, -1.613, -6.899)
C (4.151, 1.121, -2.573)
C (-0.591, -0.883, 3.644)
C (0.170, 0.189, 4.083)
C (-3.463, -3.725, 2.578)
C (1.929, 0.167, -2.339)
C (2.484, -1.548, -4.767)
C (1.645, -0.344, -6.681)
C (-1.278, -1.568, -0.438)
C (2.814, 1.052, -2.933)
C (2.450, -0.651, -1.353)
C (0.991, 1.495, 7.529)
C (-0.299, 0.536, -5.565)
C (-1.758, -2.394, 0.535)
C (0.788, -0.823, 6.253)
C (4.637, 0.293, -1.577)
C (-3.944, 2.388, -3.300)
C (-2.103, -3.148, 2.808)
C (-1.523, -1.882, -1.880)
C (-1.241, 2.264, -2.928)
C (3.778, -0.599, -0.962)
C (1.040, 1.562, 5.998)
C (0.632, 1.092, 3.102)
C (3.517, -1.999, -5.557)
C (-3.250, -2.739, 3.687)
H (-0.989, -1.219, 7.473)
H (-3.407, -0.908, -3.211)
H (-4.023, -3.389, 1.717)
H (-4.881, -0.041, -3.519)
H (1.856, 0.999, 7.963)
H (-0.238, 4.685, -3.482)
H (2.749, -0.535, -8.529)
H (-1.228, 1.012, -5.298)
H (-2.300, -3.288, 0.261)
H (-1.694, 5.553, -2.939)
H (0.534, -1.248, 8.384)
H (-0.646, 4.725, -1.761)
H (-0.402, 0.774, 8.924)
H (-1.000, -1.579, 4.361)
H (-3.647, -1.744, 3.545)
H (-1.338, -3.793, 3.223)
H (1.865, -0.841, 6.453)
H (0.473, 2.424, 5.651)
H (0.557, -1.745, 5.729)
H (2.082, 1.704, 5.701)
H (-3.658, 4.495, -3.143)
H (4.248, -2.677, -5.135)
H (2.377, -1.889, -3.750)
H (-1.018, 1.028, 7.418)
H (-3.259, -3.100, 4.706)
H (0.764, 1.629, 1.054)
H (-5.009, 2.443, -3.465)
H (4.459, -1.986, -7.492)
H (0.902, 2.485, 7.968)
H (-3.603, -4.766, 2.828)

Values from the calculation:
- Total charge: +2
- Energy relative to the best compared isomer or geometry (same formula, charge and spin): 73.5 kJ/mol
- Frontier orbital gap: 7.65 eV
- Energy: -120157.55415 eV
- HOMO: -12.51 eV


Entry 6:
Density functional theory data (wB97M-V/def2-TZVPD) for a molecular structure, C2H4ClOP at a distorted geometry.

Atoms and positions in Å:
Cl (2.713, 0.811, 0.114)
P (1.399, -0.445, -0.663)
O (0.468, -1.196, 0.875)
C (-0.275, 0.437, -0.615)
C (-0.710, -0.494, 0.482)
H (-0.936, 0.075, 1.346)
H (-0.276, 1.425, -0.204)
H (-0.690, 0.470, -1.692)
H (-1.692, -1.084, 0.357)

Values from the calculation:
- Total charge: 0
- Energy relative to the best compared isomer or geometry (same formula, charge and spin): 123.6 kJ/mol
- Frontier orbital gap: 9.61 eV
- Energy: -25996.64247 eV
- HOMO: -9.32 eV


Entry 7:
Density functional theory data (wB97M-V/def2-TZVPD) for a molecular structure, BH20O8 at a distorted geometry.

Atoms and positions in Å:
O (-2.405, 0.477, -0.666)
O (2.028, 1.887, -0.206)
O (-0.700, -1.527, 2.085)
O (-0.397, 0.561, 2.401)
O (1.449, -1.140, 0.992)
O (-0.160, 1.822, -1.914)
O (-0.855, -2.203, -0.160)
O (0.267, -0.346, -2.947)
B (0.128, 0.267, -0.175)
H (2.280, -0.914, 0.576)
H (-0.742, 0.683, -0.659)
H (2.782, 1.319, -0.050)
H (0.291, 0.886, 0.694)
H (-0.485, -1.336, -0.323)
H (-2.573, -0.123, 0.060)
H (-0.853, -2.290, 0.793)
H (-0.214, 0.952, -1.519)
H (-0.527, -0.645, 1.755)
H (0.171, -0.301, -1.996)
H (1.270, 1.311, -0.110)
H (0.983, 0.410, -0.817)
H (-1.340, 0.716, 2.347)
H (0.828, -0.494, 0.655)
H (-0.284, 2.426, -1.183)
H (-1.451, 0.548, -0.703)
H (0.467, -1.265, -3.124)
H (-0.057, 0.854, 1.556)
H (0.082, -1.753, 2.588)
H (0.019, -0.783, 0.049)

Values from the calculation:
- Total charge: -1
- Energy relative to the best compared isomer or geometry (same formula, charge and spin): 1514.7 kJ/mol
- Frontier orbital gap: 9.13 eV
- Energy: -17366.85612 eV
- HOMO: -5.97 eV


Entry 8:
Density functional theory data (wB97M-V/def2-TZVPD) for C3H5NO in the gas phase.

Atoms and positions in Å:
O (1.186, -0.430, 0.760)
N (-1.207, 0.796, -1.179)
C (-0.114, 0.104, 1.056)
C (0.879, -0.585, -0.641)
C (-0.386, 0.210, -0.429)
H (-0.756, -0.628, 1.568)
H (-0.088, 1.036, 1.635)
H (1.638, -0.154, -1.304)
H (0.709, -1.637, -0.900)
H (-1.861, 1.288, -0.566)

Values from the calculation:
- Total charge: 0
- Energy relative to the best compared isomer or geometry (same formula, charge and spin): 171.7 kJ/mol
- Frontier orbital gap: 11.15 eV
- Energy: -6727.79295 eV
- HOMO: -10.18 eV
- Structure (SMILES): N=C1COC1